Record 1
An isolated molecule of C7H15N, computed with ωB97M-V with the def2-TZVPD basis set.

Geometry as XYZ:
```
23
Properties=species:S:1:pos:R:3:forces:R:3:mulliken_charge:R:1
C -2.1001 -1.6320 0.0562 0.310 0.408 0.474 -1.526
C -1.2474 -0.6216 0.8319 0.351 -0.036 0.067 0.453
C 0.2774 -0.8377 0.6212 0.442 0.291 -0.553 -1.154
C 0.8867 0.1888 -0.3387 -0.475 -0.383 1.569 0.854
C 1.8306 1.0184 0.0999 0.364 0.489 -0.904 -0.245
C 2.4342 2.1030 -0.7582 0.263 0.504 0.400 -1.377
C 0.2973 0.2902 -1.6964 0.121 -0.339 -1.702 -1.396
N -1.5786 -0.6430 2.2556 -0.113 -0.130 0.491 -0.625
H -3.0772 -1.2111 -0.1223 -0.393 0.072 -0.260 0.299
H -2.2518 -2.5139 0.6798 0.193 -0.223 -0.160 0.467
H -1.6150 -1.9044 -0.8746 -0.155 -0.162 -0.165 0.371
H -1.4264 0.3916 0.4630 -0.263 -0.032 -0.009 0.362
H 0.5065 -1.8241 0.1975 -0.235 -0.128 0.242 0.343
H 0.7831 -0.7490 1.5844 -0.090 -0.097 -0.088 0.349
H 2.2191 1.0242 1.1120 -0.273 -0.466 0.088 0.321
H 2.5510 1.8843 -1.8182 -0.145 -0.198 0.040 0.364
H 1.8321 3.0066 -0.6581 -0.228 0.146 -0.221 0.307
H 3.4110 2.4259 -0.3839 0.011 -0.314 -0.023 0.362
H -0.6910 -0.1470 -1.8731 -0.058 0.209 0.730 0.293
H 0.2664 1.3142 -2.0660 -0.051 0.077 0.079 0.385
H 0.8737 -0.2667 -2.4592 0.255 0.185 0.348 0.352
H -2.1105 -1.4585 2.5339 0.112 0.008 -0.149 0.216
H -2.0713 0.1620 2.6132 0.059 0.118 -0.296 0.225
```
Positions in Å, forces in eV/Å.

Properties
2S+1: 1
Max |F|: 1.7 eV Å⁻¹
HOMO: -8.58 eV
SMILES: C/C=C(\C)C[C@@H](C)N
HOMO-LUMO gap: 9.67 eV
E_tot: -330.437430 hartree

***

Record 2
A structure of composition C12H13ClO5Tc, computed with ωB97M-V with the def2-TZVPD basis set.

Geometry as XYZ:
```
32
Properties=species:S:1:pos:R:3:forces:R:3:mulliken_charge:R:1
Tc 0.3254 -0.5498 -1.2975 0.622 0.762 2.569 1.595
Cl -2.3777 -0.1475 5.2787 -0.472 -0.065 0.901 -0.094
C -1.5403 0.0229 3.8561 0.234 -0.256 -1.386 0.275
C -0.4016 0.8548 3.7894 -0.760 -0.448 0.322 -0.667
C 0.2738 0.9677 2.6138 0.083 -0.479 -1.457 -0.601
C -0.1528 0.2471 1.4495 -0.604 0.322 1.872 0.912
O 0.5566 0.3899 0.3840 0.188 -0.871 -2.905 -0.546
C -1.3222 -0.5860 1.5317 0.463 -0.067 -1.389 0.844
C -1.8600 -1.3436 0.4195 0.397 0.524 0.536 0.000
O -1.4106 -1.3636 -0.7454 0.359 0.144 -0.268 -0.508
C -1.9930 -0.6883 2.7075 -0.198 0.517 1.954 -0.963
H -0.0826 1.3843 4.6779 0.002 -0.006 -0.032 0.469
H 1.1569 1.5856 2.5224 0.006 0.005 -0.001 0.492
H -2.7570 -1.9403 0.5870 -0.049 -0.002 0.015 0.470
H -2.8707 -1.3184 2.7926 0.028 0.052 0.057 0.430
C -1.3314 2.9645 -3.3611 0.151 0.078 -0.030 -1.200
C -0.2571 2.0474 -2.9259 -0.230 -0.088 0.094 1.198
C 1.1637 2.2016 -3.3316 -0.042 -0.013 -0.049 -1.312
O -0.5943 1.1019 -2.1709 0.271 -0.481 -0.248 -0.618
H -0.9607 3.7690 -3.9871 -0.037 0.021 0.002 0.368
H -1.8334 3.3655 -2.4767 -0.017 0.002 -0.024 0.353
H -2.0783 2.3766 -3.9031 -0.007 0.023 -0.002 0.349
H 1.3221 3.0415 -3.9997 -0.007 0.029 0.012 0.362
H 1.5054 1.2907 -3.8329 -0.001 -0.022 0.024 0.374
H 1.7674 2.3428 -2.4287 0.014 0.006 -0.009 0.361
C 2.7311 -3.6027 0.3089 -0.029 -0.003 -0.118 -1.055
C 1.6125 -2.6187 0.2910 0.976 -0.640 -0.472 0.746
O 0.8976 -2.3262 1.1877 -0.597 0.278 0.334 -0.381
O 1.4728 -1.9676 -0.9513 -0.718 0.700 -0.306 -0.646
H 2.4317 -4.4476 0.9236 0.034 -0.025 0.030 0.349
H 3.5962 -3.1293 0.7798 -0.041 0.016 0.002 0.311
H 3.0104 -3.9240 -0.6890 -0.018 -0.015 -0.026 0.332
```
Positions in Å, forces in eV/Å.

Properties
2S+1: 2
Charge: +2
Max |F|: 3.0 eV Å⁻¹
HOMO (alpha / beta): -15.25 / -15.11 eV
Expectation value of S²: 0.79
HOMO-LUMO gap (alpha / beta): 5.01 / 4.86 eV
E_tot: -1381.589149 hartree

***

Record 3
A structure of composition C38H70LuN2SbSi7, computed with ωB97M-V with the def2-TZVPD basis set.

Geometry as XYZ:
```
119
Properties=species:S:1:pos:R:3:forces:R:3:mulliken_charge:R:1
Lu -0.3350 -0.2813 0.4357 -0.234 0.316 0.701 0.412
C -4.2403 1.4576 -0.5549 0.046 0.047 -0.002 -1.098
Sb -2.6251 0.2418 -1.3500 -0.345 -0.049 -0.242 -0.448
C -1.8246 -0.2870 2.2407 0.162 0.214 -0.658 1.143
C -1.7630 1.0949 2.3495 0.202 -0.219 0.011 -0.154
C -2.6720 1.9740 3.0666 0.020 -0.003 0.003 -0.941
C -2.3976 3.2943 3.2378 0.065 -0.032 -0.075 -0.671
C -1.2279 3.8637 2.6699 -0.068 -0.039 0.095 -0.954
C -0.4464 3.0327 1.9047 0.069 -0.185 0.097 -0.893
N -0.6792 1.7345 1.6990 -0.075 -0.035 -0.039 1.378
Si -3.1168 -1.3556 2.8880 0.131 -0.202 0.066 -0.077
C -3.0184 -3.0395 2.0360 -0.028 -0.094 -0.034 -0.712
C -2.9461 -1.6941 4.7466 0.068 -0.028 0.163 -0.922
C -4.9478 -0.8790 2.6939 -0.108 0.163 -0.087 -1.286
C -1.6848 1.5976 -2.9221 0.282 -0.146 -0.155 2.315
C -0.1969 1.3226 -2.9577 -0.054 0.090 -0.020 -2.249
C 0.5930 1.8308 -4.0118 -0.210 -0.071 0.003 -0.498
C 1.9264 1.5096 -4.1230 -0.004 0.048 -0.024 -1.623
C 2.4947 0.6672 -3.1794 0.052 -0.037 0.004 -0.859
C 1.6859 0.2314 -2.1530 0.032 -0.046 0.021 0.123
N 0.3927 0.5585 -2.0192 -0.009 -0.012 0.138 1.155
Si -2.4560 0.8951 -4.4961 0.004 0.009 0.062 0.824
C -2.1813 1.9602 -6.0449 0.062 0.104 -0.108 -1.158
C -1.6596 -0.7557 -4.8689 0.103 -0.171 -0.008 -1.014
C -4.3210 0.6928 -4.4229 -0.156 0.013 0.015 -1.197
Si -1.9705 3.4178 -2.5991 0.055 0.087 0.097 0.219
C -3.7355 3.9559 -2.9431 -0.170 -0.046 0.004 -1.056
C -1.4395 3.8503 -0.8709 -0.072 0.007 0.058 -0.120
C -0.9502 4.5983 -3.6757 0.103 -0.029 -0.162 -1.282
H -4.6269 0.8598 0.2741 0.053 0.043 -0.032 -0.014
H -5.0417 1.6014 -1.2804 0.001 -0.001 0.017 0.481
H -3.9154 2.4163 -0.1514 -0.046 -0.012 -0.006 0.330
H -3.5626 1.5305 3.4971 0.032 0.045 0.007 0.089
H -3.0805 3.9198 3.8056 -0.012 -0.013 0.021 0.333
H -0.9711 4.9060 2.7973 0.003 0.010 -0.003 0.385
H 0.4338 3.4358 1.4151 -0.009 -0.004 -0.012 0.107
H -1.9793 -3.3809 1.9764 -0.067 0.006 -0.014 0.139
H -3.3888 -2.9450 1.0074 0.062 -0.031 0.069 0.006
H -3.6129 -3.8142 2.5393 0.048 0.103 -0.044 0.426
H -1.9219 -2.0144 4.9700 -0.109 0.019 0.003 0.133
H -3.6376 -2.4792 5.0792 0.049 0.066 0.003 0.298
H -3.1446 -0.7887 5.3336 0.028 -0.070 -0.055 0.258
H -5.2199 -0.8086 1.6347 -0.005 -0.023 0.089 0.241
H -5.1978 0.0787 3.1645 0.007 -0.100 -0.040 0.346
H -5.5727 -1.6544 3.1523 -0.004 0.024 -0.023 0.397
H 0.1258 2.4642 -4.7510 0.020 -0.004 0.035 0.692
H 2.5164 1.9072 -4.9417 -0.020 -0.018 0.001 0.401
H 3.5302 0.3577 -3.2280 -0.018 0.004 0.028 0.554
H 2.0840 -0.4244 -1.3862 -0.002 0.016 0.032 -0.259
H -1.1442 1.9252 -6.3933 -0.091 0.030 -0.002 0.306
H -2.4495 3.0079 -5.8756 -0.001 -0.052 -0.040 0.294
H -2.8151 1.5841 -6.8562 0.052 0.010 0.043 0.456
H -0.5944 -0.6380 -5.0996 -0.098 -0.022 0.004 0.277
H -2.1423 -1.2350 -5.7277 0.027 0.022 0.044 0.411
H -1.7465 -1.4251 -4.0073 0.009 0.021 -0.078 0.143
H -4.8141 1.5809 -4.0184 0.006 -0.042 -0.027 0.347
H -4.5750 -0.1510 -3.7796 -0.015 0.053 -0.048 0.266
H -4.7169 0.5115 -5.4309 0.056 0.034 0.074 0.404
H -4.4623 3.3979 -2.3512 0.017 0.046 -0.050 0.307
H -3.9832 3.8313 -4.0025 -0.004 0.024 0.052 0.262
H -3.8371 5.0190 -2.6966 0.017 -0.071 -0.015 0.389
H -2.0262 3.3447 -0.1021 0.079 0.061 -0.067 -0.376
H -1.4909 4.9299 -0.6938 0.015 -0.047 -0.003 0.494
H -0.4002 3.5339 -0.7251 -0.097 0.049 -0.044 -0.115
H -1.1041 4.4577 -4.7502 0.021 0.036 0.056 0.282
H 0.1216 4.5182 -3.4707 -0.080 0.023 -0.009 0.359
H -1.2630 5.6179 -3.4234 0.015 -0.044 -0.009 0.394
C 4.8456 1.4039 -0.2330 0.028 -0.088 -0.160 -1.062
Si 4.0321 1.2105 1.4688 -0.111 0.245 -0.131 0.439
C 5.5110 1.1786 2.6486 0.073 -0.207 0.166 -1.030
C 3.2149 2.8892 1.7669 -0.112 0.051 0.068 -0.880
Si 2.4085 -0.4790 1.5334 0.502 0.025 0.331 0.147
Si 3.7335 -2.3392 1.0363 -0.116 -0.112 -0.155 0.259
C 2.7671 -3.9447 1.2381 -0.134 -0.102 0.031 -0.779
C 5.3408 -2.6286 1.9937 0.131 0.144 0.148 -1.136
C 4.2939 -2.2877 -0.7752 -0.022 0.059 -0.161 -0.880
Si 2.0974 -0.7388 3.8555 -0.267 -0.001 0.031 0.075
C 3.5972 -0.8706 5.0089 0.232 -0.049 -0.038 -1.127
C 1.0995 0.6836 4.5761 -0.062 0.195 -0.023 -0.771
C 1.1061 -2.3126 4.1782 -0.077 -0.124 -0.058 -0.658
H 5.5101 2.2764 -0.2406 -0.039 -0.032 0.020 0.463
H 4.0884 1.5471 -1.0103 0.064 -0.004 0.037 0.078
H 5.4400 0.5246 -0.5040 -0.023 0.137 0.032 0.286
H 6.1209 2.0778 2.5077 -0.023 -0.015 -0.033 0.357
H 6.1444 0.3021 2.4759 -0.037 0.107 0.032 0.210
H 5.1895 1.1440 3.6915 0.055 0.050 -0.057 0.240
H 3.9501 3.7029 1.7697 -0.019 -0.045 -0.002 0.457
H 2.6700 2.9082 2.7177 0.037 0.020 -0.103 0.249
H 2.4854 3.0885 0.9743 0.090 -0.010 0.060 -0.079
H 2.6593 -4.1995 2.2969 0.020 0.004 -0.050 0.365
H 3.2682 -4.7818 0.7359 -0.015 0.054 0.038 0.322
H 1.7580 -3.8493 0.8227 0.111 -0.017 0.079 -0.028
H 5.1428 -2.7647 3.0607 0.038 -0.016 -0.071 0.245
H 6.0336 -1.7864 1.8925 -0.039 -0.109 -0.003 0.234
H 5.8402 -3.5303 1.6216 -0.022 0.018 -0.002 0.372
H 3.4335 -2.3080 -1.4529 0.052 -0.030 0.035 0.060
H 4.9332 -3.1471 -1.0106 -0.049 0.026 0.003 0.531
H 4.8565 -1.3748 -0.9939 -0.030 -0.119 0.004 0.107
H 4.1361 0.0783 5.0701 -0.048 -0.068 0.048 0.328
H 4.3101 -1.6346 4.6841 -0.055 0.061 0.068 0.146
H 3.2545 -1.1278 6.0185 -0.014 0.004 -0.055 0.342
H 1.7030 1.5963 4.6636 -0.061 -0.079 -0.011 0.291
H 0.7303 0.4199 5.5752 0.058 0.022 -0.050 0.414
H 0.2361 0.9097 3.9452 0.060 -0.033 0.085 -0.009
H 1.7383 -3.2051 4.1265 -0.038 0.040 0.000 0.333
H 0.3022 -2.4191 3.4415 0.043 0.016 0.085 -0.072
H 0.6492 -2.2747 5.1747 0.047 -0.004 -0.060 0.432
C -0.0726 -2.4338 -0.5239 -0.165 0.045 -0.061 -0.602
C -0.2424 -3.6407 -1.2137 0.090 -0.084 -0.071 1.198
C 0.8482 -4.4148 -1.7032 -0.071 0.025 -0.036 -0.176
C 0.6468 -5.6226 -2.3481 0.049 0.042 0.022 -0.779
C -0.6336 -6.1267 -2.5565 0.013 0.109 0.068 -0.444
C -1.7192 -5.3742 -2.1111 -0.048 0.070 -0.015 -0.609
C -1.5431 -4.1644 -1.4662 0.023 -0.026 0.055 -0.221
H 1.8527 -4.0432 -1.5492 0.027 -0.025 -0.015 0.366
H 1.5096 -6.1827 -2.6948 -0.003 0.005 0.008 0.377
H -0.7829 -7.0776 -3.0523 -0.002 -0.003 -0.017 0.343
H -2.7285 -5.7385 -2.2746 0.009 0.012 0.006 0.360
H -2.3969 -3.5859 -1.1364 -0.012 -0.033 0.000 0.320
```
Positions in Å, forces in eV/Å.

Properties
2S+1: 1
Charge: -2
Max |F|: 0.8 eV Å⁻¹
HOMO (alpha / beta): -0.90 / -0.90 eV
HOMO-LUMO gap (alpha / beta): 5.04 / 5.04 eV
E_tot: -5101.807790 hartree